Record 1
# C6H3Cl2LaNO3SSm

A molecular structure, C6H3Cl2LaNO3SSm at a distorted geometry (ωB97M-V/def2-TZVPD, the Open Molecules 2025 dataset).

Cartesian coordinates (Å):
La 0.067 -0.969 -4.182
Sm -0.465 -0.437 0.670
Cl -1.138 1.270 -3.928
Cl 1.611 -1.725 0.857
C -0.971 -1.972 2.557
C -0.457 -0.068 -6.258
C 0.237 -2.422 -6.088
O -1.025 -2.432 3.600
O -0.668 -0.044 -7.402
O 0.192 -2.784 -7.184
S -0.366 2.882 3.576
C 0.995 1.994 4.219
C 1.057 0.770 3.625
N 0.128 0.598 2.563
C -0.830 1.591 2.552
H 1.686 2.287 4.998
H 1.696 -0.066 3.885
H -1.749 1.526 1.940

Summary:
⟨S²⟩: 8.770
DFT total energy in Ha: -2517.35330
Spin multiplicity: 6
LUMO energy (spin up / spin down) in eV: -16.05 / -16.05
Energy relative to the best compared isomer or geometry (same formula, charge and spin) in kcal/mol: 0.0
Net charge: +4

***

Record 2
# C8H11FNO3PS

A molecular structure, C8H11FNO3PS at a distorted geometry (ωB97M-V/def2-TZVPD, the Open Molecules 2025 dataset).

Cartesian coordinates (Å):
C 3.744 -1.093 1.031
C 2.594 -0.421 0.194
C 3.026 0.657 -0.729
C 2.004 1.286 -1.563
C 0.612 0.850 -1.457
C 0.161 -0.212 -0.550
C -1.344 -0.602 -0.574
N -2.100 -0.233 0.677
P -3.792 -0.784 0.408
O -3.946 -1.610 -0.832
S -2.210 1.449 0.888
O -1.046 2.037 1.496
O -2.643 2.126 -0.326
F -3.449 1.652 1.967
C 1.188 -0.848 0.289
H 4.734 -0.910 0.524
H 3.603 -2.215 0.986
H 3.749 -0.775 2.106
H 4.088 0.971 -0.834
H 2.312 2.078 -2.289
H -0.150 1.319 -2.124
H -1.387 -1.725 -0.654
H -1.828 -0.090 -1.442
H -4.671 0.343 0.275
H -4.163 -1.588 1.535
H 0.914 -1.663 1.000

Summary:
DFT total energy in Ha: -1431.25888
LUMO energy in eV: 0.41

***

Record 3
# C33H39Cl3InN9O2S2

A molecular structure, C33H39Cl3InN9O2S2 (ωB97M-V/def2-TZVPD, the Open Molecules 2025 dataset).

Cartesian coordinates (Å):
In -0.627 0.110 0.076
C -2.617 -0.927 2.934
N -1.569 -0.077 2.359
C -1.162 0.914 3.060
C -0.109 1.755 2.599
C 0.592 2.783 3.228
C 1.597 3.173 2.333
C 1.461 2.358 1.208
N 0.434 1.506 1.371
C -2.013 -2.046 3.753
C -1.963 -1.962 5.141
C -1.326 -2.948 5.885
C -0.733 -4.028 5.245
C -0.790 -4.124 3.859
C -1.429 -3.137 3.122
H -3.225 -1.318 2.117
H -3.266 -0.325 3.574
H -1.597 1.121 4.041
H 0.389 3.187 4.210
H 2.334 3.949 2.478
H 2.051 2.354 0.302
H -2.427 -1.121 5.648
H -1.299 -2.877 6.965
H -0.227 -4.792 5.824
H -0.337 -4.965 3.349
H -1.459 -3.199 2.043
C 1.364 -1.537 2.211
N 2.575 -1.181 1.498
C 3.808 -1.741 2.012
C 4.821 -1.311 0.972
N 3.997 -1.047 -0.201
C 4.738 -0.500 -1.324
C 2.682 -0.802 0.186
N 1.690 -0.325 -0.497
C 1.849 0.107 -1.888
C 0.689 1.014 -2.270
N -0.584 0.297 -2.193
C -1.119 -0.309 -3.211
N -2.215 -1.123 -3.145
C -2.848 -1.738 -2.002
C -2.441 -1.816 -4.400
C -1.665 -0.976 -5.391
N -0.738 -0.245 -4.536
C 0.061 0.765 -5.206
H 1.487 -2.529 2.650
H 0.517 -1.597 1.543
H 1.149 -0.825 3.008
H 3.733 -2.832 2.079
H 4.026 -1.349 3.005
H 5.551 -2.088 0.752
H 5.359 -0.406 1.277
H 5.723 -0.965 -1.307
H 4.882 0.584 -1.254
H 4.282 -0.749 -2.274
H 1.859 -0.757 -2.559
H 2.749 0.698 -2.038
H 0.903 1.464 -3.226
H 0.629 1.835 -1.548
H -2.453 -1.371 -1.070
H -2.692 -2.822 -2.033
H -3.919 -1.536 -2.024
H -3.507 -1.863 -4.622
H -2.052 -2.839 -4.339
H -2.314 -0.282 -5.935
H -1.119 -1.582 -6.114
H -0.089 0.634 -6.276
H 1.126 0.647 -5.012
H -0.251 1.780 -4.955
S -3.051 1.068 -0.097
C -2.515 2.693 -0.293
N -1.361 3.063 -0.754
C -1.236 4.444 -0.783
C -0.122 5.153 -1.228
C -0.145 6.536 -1.203
C -1.265 7.230 -0.739
C -2.384 6.544 -0.295
C -2.356 5.154 -0.325
S -3.575 4.021 0.174
H 0.750 4.616 -1.584
H 0.720 7.092 -1.543
H -1.262 8.313 -0.720
H -3.255 7.072 0.070
Cl 0.908 -4.884 0.431
C -0.349 -4.438 -0.754
Cl -1.944 -4.848 -0.106
Cl -0.105 -5.354 -2.245
C -0.177 -2.880 -1.006
O 0.406 -2.571 -2.029
O -0.611 -2.169 -0.037

Summary:
DFT total energy in Ha: -4291.37460
LUMO energy in eV: 0.41
Energy relative to the best compared isomer or geometry (same formula, charge and spin) in kcal/mol: 8.1

***

Q: Number 2 is which compound?
A: C8H11FNO3PS